[1]
Formula: C5H35NO13
Source: the Open Molecules 2025 dataset
Level of theory: ωB97M-V/def2-TZVPD

The LUMO energy comes out at 0.39 eV. The frontier orbital gap is 10.423 eV. As for the HOMO energy: -10.04 eV.

Last column: Löwdin charge in e.
Geometry (Å):
O 3.11806 0.24139 -0.81700  0.016
C 2.98023 -0.56141 0.06211  -0.204
C 3.09731 -0.13251 1.51092  -0.123
C 1.78037 -0.32008 2.27767  -0.184
C 0.54491 -0.77496 1.49347  -0.180
C 0.12248 0.16539 0.36071  -0.242
N 0.30048 1.61320 0.57728  0.030
H 2.81252 -1.64726 -0.13573  0.129
H 3.43381 0.90189 1.57145  0.100
H 3.88809 -0.72950 1.98793  0.127
H 1.95087 -1.04521 3.05506  0.102
H 1.55277 0.59335 2.86510  0.121
H 0.71930 -1.75608 1.05651  0.078
H -0.30159 -0.83587 2.24457  0.127
H 0.66907 -0.10176 -0.58598  0.094
H -0.94490 -0.00444 0.09197  0.103
H -0.21934 1.90119 1.39989  0.052
H 1.30532 1.85215 0.76138  0.075
H -3.27315 1.86451 -0.30150  0.041
H -4.49198 2.43635 0.52091  0.063
O -3.62774 2.05591 0.65586  -0.097
H -1.88590 1.86810 -1.91651  -0.003
H -2.74322 0.63273 -1.96908  0.027
O -2.79655 1.60060 -1.75738  -0.065
H 0.87278 -3.92093 0.21350  -0.015
H -0.41768 -3.87089 1.05701  -0.022
O 0.43006 -4.26114 1.01288  -0.053
H -1.49037 -1.25168 -2.35146  -0.016
H -2.45857 -1.48619 -1.16050  0.016
O -2.36039 -1.02141 -2.03092  -0.074
H -1.81530 -2.62740 0.76197  0.021
H -2.75432 -1.48163 1.08564  0.010
O -2.55095 -2.14434 0.40109  -0.037
H -0.02025 2.24595 -0.97823  0.049
H -0.03830 3.23474 -2.25243  0.085
O -0.20262 2.31887 -1.98887  -0.095
H -1.97484 2.76952 3.30595  0.037
H -2.44284 2.35063 1.87996  0.016
O -1.77149 2.23084 2.57933  -0.047
H 1.89542 -3.74890 -1.70074  0.042
H 0.97146 -2.58462 -1.71836  0.015
O 1.56919 -3.08714 -1.14464  -0.037
H 3.19779 1.88574 -0.30709  -0.009
H 3.50209 3.38129 -0.48801  0.023
O 3.15249 2.76151 0.11888  -0.053
H -2.30414 0.40561 2.45888  -0.002
H -3.42167 0.46290 1.55756  -0.040
O -2.98320 -0.11977 2.08663  -0.002
H 2.19416 0.39313 -2.32102  -0.007
H 0.88158 1.19410 -2.62490  0.016
O 1.52441 0.53512 -2.97390  -0.045
H 0.65426 -0.81105 -2.91730  0.017
H 0.04913 -1.93130 -3.71793  0.049
O 0.12093 -1.63924 -2.85263  -0.033

Atomic forces in eV per Å
0.3 0.4 -1.4
0.6 -0.9 2.1
0.2 -0.1 -0.2
-0.4 0.2 0.8
-0.8 0.7 0.7
-0.2 0.0 -1.3
1.3 -0.1 0.1
-0.1 0.6 -0.1
0.0 0.0 -0.2
-0.2 -0.1 -0.2
0.0 -0.5 0.3
0.1 -0.3 -0.6
-0.1 -0.2 0.2
0.9 -0.2 -0.8
-0.5 0.3 0.9
0.6 0.1 0.3
-0.1 0.2 0.0
-1.2 -0.2 -0.3
-0.2 0.2 0.7
-0.4 0.2 0.0
0.5 -0.2 -1.0
0.5 0.5 -0.1
-0.2 0.0 0.2
-0.6 -0.5 0.0
-0.3 0.1 0.1
-1.2 0.4 0.0
1.4 -0.8 0.2
0.6 -0.1 -0.2
0.1 0.3 -0.6
-1.1 -0.1 0.6
0.3 -0.2 0.1
-0.1 0.4 0.3
-0.3 -0.3 -0.2
-0.1 0.0 -0.4
0.0 -0.2 0.1
0.3 0.4 0.6
-0.5 1.2 1.4
-0.3 0.3 0.0
0.9 -1.1 -1.3
1.0 -1.7 -1.3
-0.4 0.4 -0.4
-0.3 1.1 1.4
0.2 0.2 -0.1
0.5 0.9 -0.9
-0.6 -0.8 1.1
1.2 0.9 0.9
-2.3 2.8 -2.5
0.8 -4.0 1.9
0.9 0.0 0.8
0.3 0.1 0.0
-1.0 0.0 -1.1
0.3 0.6 0.0
-0.3 -1.1 -2.7
0.1 0.4 2.3


[2]
Formula: C4H10N2O2
Source: the Open Molecules 2025 dataset
Level of theory: ωB97M-V/def2-TZVPD

The LUMO energy comes out at 0.66 eV. The frontier orbital gap is 9.927 eV. As for the HOMO energy: -9.27 eV. Its SMILES is CC(N)=O.CC(N)=O.

Last column: Löwdin charge in e.
Geometry (Å):
C 0.53747 1.22276 -3.10097  -0.009
C -0.36897 1.18256 -1.90668  -0.592
O -0.13643 0.52929 -0.90766  0.029
N -1.59117 1.75640 -2.05677  0.150
H 1.51718 1.68519 -2.95797  0.085
H 0.11862 1.78225 -3.94189  0.073
H -2.25506 1.45285 -1.36224  0.107
H -1.86336 2.44860 -2.73305  0.101
H 0.69494 0.17209 -3.36484  0.096
C -0.06578 -1.98083 3.23417  -0.030
C 0.77539 -1.54391 2.08146  -0.612
O 1.31864 -2.37971 1.38893  0.044
N 0.89322 -0.20848 1.87061  0.143
H 1.25189 0.07209 0.96705  0.079
H 0.05337 0.34309 2.02961  0.101
H -0.27228 -1.29569 4.05813  0.072
H 0.39624 -2.80966 3.78326  0.084
H -1.00391 -2.42889 2.91885  0.081

Atomic forces in eV per Å
0.5 0.4 -0.6
-0.3 -0.1 -0.2
0.4 0.0 0.1
-0.4 0.0 0.3
-0.1 -0.2 0.6
-0.2 -0.3 0.1
-0.1 0.4 0.0
0.2 -0.3 -0.1
0.0 0.2 -0.2
-0.4 -0.8 1.7
0.0 -0.7 -0.3
0.3 0.1 -0.1
-0.5 1.3 -0.3
0.2 -0.5 -0.1
0.3 -0.2 0.5
0.0 0.6 -0.5
0.4 0.0 -0.5
-0.2 0.2 -0.4


[3]
Formula: C27H26N5ORuSb
Source: the Open Molecules 2025 dataset
Level of theory: ωB97M-V/def2-TZVPD

The LUMO energy (spin up / spin down) comes out at -3.28 / -3.28 eV. The frontier orbital gap (spin up / spin down) is 6.024 / 6.013 eV. As for the HOMO energy (spin up / spin down): -9.30 / -9.29 eV. As for the spin multiplicity: 2. As for the charge: +1.

Last column: Löwdin spin population.
Geometry (Å):
Ru 0.28052 0.51240 0.81585  0.601
C -0.56925 -2.77779 0.94446  -0.001
C 0.45412 -2.60153 -0.11238  -0.001
C 0.91001 -3.66926 -0.86717  0.001
C 1.89535 -3.45845 -1.81478  0.001
C 2.41424 -2.19054 -1.99294  0.001
C 1.93450 -1.12355 -1.22695  0.000
N 0.96940 -1.31775 -0.31565  -0.002
Sb 2.83589 0.83112 -1.57957  0.002
C 3.25083 1.32205 0.45303  -0.001
C 4.53928 1.75758 0.73038  0.001
C 4.88473 2.08069 2.01777  -0.003
C 3.94837 1.96453 3.01580  0.002
C 2.65598 1.52855 2.72875  0.001
C 1.70447 1.41665 3.88405  0.001
N 2.31607 1.20987 1.41870  0.046
C 1.03933 1.99004 -1.76174  0.000
C 0.91109 2.86373 -2.83306  0.001
C -0.24401 3.61790 -2.95573  -0.002
C -1.24413 3.48891 -2.01303  0.003
C -1.07959 2.60053 -0.95112  0.007
C -2.14861 2.44640 0.08398  0.004
N 0.05576 1.87365 -0.85385  0.046
H -0.92099 -3.81062 1.03902  0.000
H -1.45620 -2.13189 0.63022  0.000
H -0.14564 -2.48129 1.87626  0.000
H 0.51340 -4.66419 -0.71528  0.000
H 2.26643 -4.28419 -2.40800  0.000
H 3.19236 -2.02421 -2.72682  0.000
H 5.26995 1.83955 -0.06472  0.000
H 5.88747 2.41932 2.24550  0.000
H 4.22267 2.21262 4.03169  0.000
H 2.20053 1.70553 4.81719  0.001
H 1.35612 0.38307 3.97861  0.000
H 0.84728 2.06083 3.73214  0.001
H 1.70415 2.95623 -3.56409  0.000
H -0.36097 4.30477 -3.78407  0.000
H -2.14725 4.07679 -2.10348  0.001
H -3.00004 3.09802 -0.12925  0.000
H -1.74495 2.70293 1.06906  0.001
H -2.49920 1.41343 0.10702  0.001
N -1.07017 -0.70061 1.95760  0.007
C -2.05775 -1.31604 1.08595  0.002
C -3.06049 -2.15967 1.61063  0.001
C -4.01030 -2.72721 0.76907  0.000
C -3.98856 -2.47311 -0.58232  0.001
C -3.00669 -1.62292 -1.14858  0.000
C -2.97964 -1.35607 -2.52038  0.004
C -2.01438 -0.53407 -3.02395  0.000
C -1.08240 0.01782 -2.14981  0.003
N -1.06164 -0.20008 -0.82565  0.001
C -2.01803 -1.01291 -0.33934  0.002
H -1.45336 -0.18528 2.76015  -0.001
H -0.55862 -1.34003 2.53933  0.002
H -3.08792 -2.36844 2.67204  0.000
H -4.77218 -3.37636 1.18131  0.000
H -4.73770 -2.92888 -1.21697  0.000
H -3.71432 -1.79653 -3.18360  0.000
H -1.96664 -0.31185 -4.08085  0.000
H -0.31547 0.65979 -2.52641  0.000
O 0.05678 1.59003 2.17594  0.267

Atomic forces in eV per Å
-1.2 -0.9 -1.1
3.7 -3.5 -1.4
1.2 1.0 -0.3
0.0 0.2 -0.2
0.1 0.0 -0.1
0.0 0.2 -0.1
-0.3 -0.5 0.0
1.0 -1.5 0.7
0.1 -0.3 -0.1
-0.2 0.1 0.9
0.0 -0.1 -0.7
0.4 0.2 0.3
-0.2 0.0 -0.1
0.1 0.0 -1.1
0.4 -0.1 0.5
1.1 -0.1 0.9
-0.3 0.7 0.2
0.2 -0.1 -0.1
-0.1 0.1 -0.1
0.1 -0.1 -0.1
0.4 0.3 -0.1
0.0 0.3 0.1
1.4 2.3 0.7
-0.1 0.2 -0.3
4.5 -5.7 -1.3
0.3 -0.8 0.0
-0.1 0.1 0.1
0.0 0.0 0.0
0.0 0.0 0.0
0.0 0.0 0.0
0.0 0.0 0.0
-0.1 0.0 0.0
0.2 -0.2 -0.2
-0.1 0.2 0.0
0.1 -0.1 0.3
0.0 0.0 0.0
0.0 0.0 0.0
0.0 -0.1 0.1
0.2 -0.1 -0.1
-0.1 -0.2 -0.1
0.0 0.2 0.2
-0.9 1.5 1.7
-4.5 3.6 3.2
-0.9 1.9 0.2
-0.1 0.1 -0.5
-0.1 -0.5 0.4
-0.1 -0.1 0.4
0.0 0.1 -0.5
-0.1 -0.2 0.1
0.1 -0.4 0.7
-1.5 -0.7 -0.5
-2.4 1.7 -0.4
-0.6 1.1 -1.0
-0.1 -0.3 -0.3
0.2 0.1 0.0
0.0 0.0 0.0
0.1 0.1 -0.1
-0.1 0.0 0.1
0.1 0.1 0.0
0.0 -0.2 -0.4
-1.8 0.8 -0.7


[4]
Formula: C2H3NOS3
Source: the Open Molecules 2025 dataset
Level of theory: ωB97M-V/def2-TZVPD

The LUMO energy (spin up / spin down) comes out at -1.05 / -2.64 eV. The frontier orbital gap (spin up / spin down) is 8.476 / 6.293 eV. As for the HOMO energy (spin up / spin down): -9.53 / -8.93 eV.

Last column: Löwdin charge in e.
Geometry (Å):
C 0.92720 -0.59230 0.14694  -1.125
C -0.53467 -0.03149 0.37506  -0.828
N -0.58615 1.20809 0.83057  0.081
O 1.33494 1.92108 -0.20270  -0.505
S 1.33530 -2.16622 0.24796  0.708
S 2.04099 0.62619 -0.26794  0.955
S -1.35230 -0.42750 -1.28523  0.714
H -0.95670 -0.72733 1.10482  0.100
H -0.92194 1.93787 0.21860  0.062
H -1.28665 -1.74840 -1.16808  -0.161

Atomic forces in eV per Å
-1.2 0.0 0.3
0.6 -3.7 -1.5
-0.6 2.7 1.8
0.5 0.4 -0.5
0.2 0.3 0.0
0.8 -0.1 0.0
-0.1 0.8 0.1
-0.1 -0.1 0.0
-0.1 -0.1 -0.3
0.1 -0.3 0.1


The ΔE to the lowest compared entry with this formula, charge and spin results, record by record, are as follows: 4.6 15.6 173.6 84.5 kcal per mole.